--- P ---
{
  "formula": "C3H9O2S",
  "method": "wB97M-V/def2-TZVPD",
  "symbols": ["C", "O", "C", "C", "S", "H", "H", "H", "H", "H", "H", "H", "H", "H", "O"],
  "positions_angstrom": [[0.576, 0.891, -0.058], [-0.626, 1.464, 0.184], [0.556, -0.596, -0.556], [0.118, -1.297, 0.752], [1.509, -1.928, 1.764], [1.309, 0.918, 0.776], [1.221, 1.455, -0.777], [-0.264, -0.746, -1.282], [1.495, -0.900, -1.011], [-0.502, -2.128, 0.434], [-0.577, -0.716, 1.376], [0.876, -3.003, 2.317], [-2.207, 2.886, -1.206], [-1.426, 1.637, -1.014], [-2.060, 2.063, -1.700]],
  "multiplicity": 2,
  "gap_ev": [10.1, 6.6],
  "molar_mass_g_mol": 109.17
}

---

--- Q ---
{
  "formula": "C3H9O2S",
  "method": "wB97M-V/def2-TZVPD",
  "symbols": ["C", "O", "C", "C", "S", "H", "H", "H", "H", "H", "H", "H", "H", "H", "O"],
  "positions_angstrom": [[-0.664, -1.372, -0.006], [-0.886, -0.375, 0.960], [0.794, -1.410, -0.481], [1.667, -0.263, 0.002], [1.520, 1.449, -0.676], [-1.444, -1.025, -0.714], [-0.909, -2.345, 0.499], [1.377, -2.271, -0.113], [0.648, -1.596, -1.541], [2.689, -0.534, -0.288], [1.590, -0.231, 1.109], [0.417, 1.891, -0.123], [-3.626, -0.413, 0.984], [-2.325, 0.325, 0.872], [-3.297, 0.452, 0.693]],
  "multiplicity": 2,
  "gap_ev": [9.9, 6.9],
  "molar_mass_g_mol": 109.17
}

---

Which of them is most stable, and which least? Most stable: Q; least stable: P.

---

--- P ---
{
  "formula": "C6H10N3O",
  "method": "wB97M-V/def2-TZVPD",
  "symbols": ["C", "C", "C", "C", "C", "C", "N", "N", "N", "O", "H", "H", "H", "H", "H", "H", "H", "H", "H", "H"],
  "positions_angstrom": [[-1.597, 0.139, -0.781], [-2.263, -0.438, 0.314], [-0.361, 0.379, -0.978], [1.262, -0.551, 0.169], [0.587, 0.917, -1.927], [-1.886, -0.289, 1.639], [2.178, -0.488, -0.690], [1.801, -0.037, -1.957], [1.206, -0.916, 1.402], [-1.178, 0.721, 2.132], [-2.299, 0.597, -1.562], [-3.060, -1.120, -0.014], [0.276, 0.893, -2.960], [1.001, 1.893, -1.739], [-2.367, -1.041, 2.274], [2.940, -1.132, -0.618], [2.644, 0.559, -2.291], [1.975, -1.278, 1.909], [0.459, -0.411, 1.943], [-1.269, 0.959, 3.061]],
  "gap_ev": 9.0,
  "total_charge": 1,
  "molar_mass_g_mol": 140.17
}

---

--- Q ---
{
  "formula": "C6H10N3O",
  "method": "wB97M-V/def2-TZVPD",
  "symbols": ["C", "C", "C", "C", "C", "C", "N", "N", "N", "O", "H", "H", "H", "H", "H", "H", "H", "H", "H", "H"],
  "positions_angstrom": [[0.136, 1.162, 0.040], [0.887, -0.069, 0.044], [-1.218, 1.253, 0.006], [2.372, -0.032, 0.115], [-1.993, 2.517, -0.048], [0.678, -2.513, -0.095], [-2.008, 0.129, 0.020], [0.243, -1.177, -0.033], [-1.710, -1.018, 0.026], [-2.133, -2.095, 0.055], [0.706, 2.077, 0.041], [2.724, -0.680, 0.916], [2.747, 0.975, 0.278], [2.801, -0.415, -0.813], [-1.808, 3.042, -0.983], [-1.712, 3.183, 0.765], [-3.056, 2.301, 0.020], [-0.198, -3.161, 0.011], [1.147, -2.730, -1.060], [1.394, -2.749, 0.695]],
  "gap_ev": 8.9,
  "total_charge": 1,
  "molar_mass_g_mol": 140.17
}

---

Which of them is most stable, and which least? Most stable: Q; least stable: P.

---

--- P ---
{
  "formula": "C4H11N3S",
  "method": "wB97M-V/def2-TZVPD",
  "symbols": ["C", "C", "C", "C", "N", "N", "N", "S", "H", "H", "H", "H", "H", "H", "H", "H", "H", "H", "H"],
  "positions_angstrom": [[1.748, 0.546, -0.128], [1.702, 1.905, -0.672], [-1.405, 0.910, 1.128], [0.556, -2.579, -0.296], [-0.835, 0.644, -0.186], [0.120, -1.430, 0.485], [0.195, -0.261, -0.250], [2.917, -0.249, 0.614], [1.020, 1.957, -1.517], [1.320, 2.575, 0.100], [2.699, 2.237, -0.956], [-0.635, 1.356, 1.759], [-2.217, 1.622, 1.001], [-1.784, 0.005, 1.616], [0.057, -2.538, -1.263], [1.637, -2.607, -0.462], [0.252, -3.482, 0.231], [-1.566, 0.347, -0.831], [0.647, -1.376, 1.359]],
  "gap_ev": 8.7,
  "molar_mass_g_mol": 133.22
}

---

--- Q ---
{
  "formula": "C4H11N3S",
  "method": "wB97M-V/def2-TZVPD",
  "symbols": ["C", "C", "C", "C", "H", "H", "H", "H", "H", "H", "H", "H", "H", "H", "H", "N", "N", "N", "S"],
  "positions_angstrom": [[-0.141, 1.685, -1.558], [-0.245, 0.547, -0.774], [1.036, -0.302, -0.469], [1.569, 0.156, 0.969], [-0.169, 1.553, -2.800], [-1.039, 2.256, -1.049], [0.716, 2.340, -1.356], [-1.084, -1.376, 1.430], [0.526, -1.337, -0.275], [2.048, 0.905, -2.056], [3.352, -0.454, -0.952], [1.898, 1.262, 0.889], [2.534, -0.432, 0.903], [1.455, -0.236, 2.944], [0.091, 0.542, 2.564], [-1.439, 0.307, -0.327], [2.145, -0.334, -1.461], [0.742, -0.269, 2.107], [-2.111, -0.966, 0.532]],
  "gap_ev": 8.8,
  "molar_mass_g_mol": 133.22
}

---

Which of them is most stable, and which least? Most stable: P; least stable: Q.

---

--- P ---
{
  "formula": "C4H10N2P",
  "method": "wB97M-V/def2-TZVPD",
  "symbols": ["C", "C", "C", "C", "N", "N", "P", "H", "H", "H", "H", "H", "H", "H", "H", "H", "H"],
  "positions_angstrom": [[-2.717, -1.661, 0.199], [-1.453, -1.248, 0.049], [1.687, 0.301, 0.068], [4.219, 0.154, -0.113], [-1.206, 0.131, -0.007], [2.824, 0.203, -0.066], [-2.310, 1.400, -0.041], [-3.159, -2.702, 0.174], [-3.576, -1.025, 0.375], [-0.624, -1.800, -0.097], [-0.231, 0.530, 0.020], [4.694, 0.010, -1.143], [4.664, -0.735, 0.501], [4.748, 1.043, 0.244], [-3.090, 1.539, 1.105], [-1.406, 2.472, 0.052], [-3.065, 1.387, -1.320]],
  "gap_ev": 9.4,
  "total_charge": 1,
  "molar_mass_g_mol": 117.11
}

---

--- Q ---
{
  "formula": "C4H10N2P",
  "method": "wB97M-V/def2-TZVPD",
  "symbols": ["C", "C", "C", "C", "N", "N", "P", "H", "H", "H", "H", "H", "H", "H", "H", "H", "H"],
  "positions_angstrom": [[-3.304, -0.862, 0.251], [-2.714, 0.090, 1.011], [1.464, 0.146, 0.308], [3.994, -0.116, 0.312], [-1.547, 0.791, 0.760], [2.604, 0.063, 0.349], [-0.731, 0.432, -0.583], [-4.160, -1.394, 0.654], [-2.813, -1.270, -0.713], [-3.140, 0.441, 1.956], [-1.185, 1.491, 1.489], [4.513, 0.859, 0.791], [4.216, -0.366, -0.769], [4.105, -0.979, 0.970], [-1.838, 0.729, -1.424], [0.089, 1.581, -0.648], [-0.381, -0.780, -1.030]],
  "gap_ev": 9.4,
  "total_charge": 1,
  "molar_mass_g_mol": 117.11
}

---

Which of them is most stable, and which least? Most stable: P; least stable: Q.